Below is the molecule C6H11FO at a distorted geometry, with properties calculated with ωB97M-V/def2-TZVPD.

Atoms and positions in Å:
F  -3.074  0.344  0.449
O  -0.845  1.459  -0.557
C  -2.224  -0.519  -0.194
C  1.229  -0.473  0.242
C  0.067  -0.042  1.111
C  0.288  -0.651  -0.977
C  -0.838  0.115  -0.170
C  2.243  0.629  0.101
H  -0.290  -0.934  1.701
H  2.750  0.884  1.059
H  0.557  -0.135  -1.942
H  -2.491  -0.532  -1.276
H  1.678  -1.409  0.671
H  3.035  0.308  -0.627
H  0.008  -1.681  -1.189
H  -2.328  -1.530  0.264
H  0.153  0.801  1.789
H  1.708  1.516  -0.273
H  -1.626  1.850  -0.182

Force components x, y, z for each atom (eV/Å):
-0.8 0.4 0.5
0.0 -0.1 -0.9
0.8 -0.1 -1.3
0.8 -0.8 0.8
-1.9 -1.7 0.5
-0.5 0.9 -0.3
1.6 -1.0 0.8
1.0 0.0 -0.6
0.2 0.9 -0.3
-0.4 -0.2 -0.5
-0.1 -0.5 1.0
-0.3 -0.2 0.7
-0.1 0.7 -0.8
-0.6 0.5 0.5
0.0 -0.1 0.0
0.4 0.8 -0.3
0.1 0.2 -0.1
0.5 -0.1 0.1
-0.6 0.5 0.4

## Properties
**Gap between HOMO and LUMO**: 10.77 eV
**E**: -410.2831 hartree
**SMILES**: C[C@H]1C[C@](O)(CF)C1
**Energy relative to the best compared isomer or geometry (same formula, charge and spin)**: 0.865 eV
**HOMO energy**: -9.825 eV



Below is a structure of composition C11H25ClHoIN2OP2 at a distorted geometry, with properties calculated with ωB97M-V/def2-TZVPD.

Atoms and positions in Å:
Ho  0.301  0.648  0.546
I  -3.078  1.435  -3.056
Cl  -2.925  -0.990  -3.859
P  -2.184  -0.132  1.575
P  1.879  1.085  -1.695
O  -1.101  -0.850  -1.783
N  1.464  0.749  2.247
N  3.250  0.046  3.308
C  1.422  1.316  3.519
C  1.995  -0.285  -2.896
C  3.672  1.345  -1.426
C  -2.943  -1.685  0.983
C  -1.420  -2.935  -2.917
C  -1.752  -1.539  -2.605
C  -3.763  0.781  1.495
C  1.669  2.403  -2.940
C  -2.333  -0.460  3.367
C  2.526  -0.105  2.170
C  2.558  0.957  4.160
H  1.025  -0.438  -3.382
H  -3.409  -0.750  3.523
H  -2.129  0.468  3.918
H  -3.638  1.758  1.973
H  -0.943  -2.918  -3.902
H  -2.261  -3.644  -2.922
H  -1.654  -1.246  3.765
H  2.316  -1.211  -2.405
H  2.906  1.280  5.117
H  2.737  0.003  -3.654
H  -4.032  0.924  0.446
H  0.520  1.884  3.726
H  -2.241  -2.520  1.073
H  -3.830  -1.868  1.604
H  1.658  3.370  -2.424
H  -4.519  0.183  2.039
H  -0.719  -3.210  -2.137
H  -3.250  -1.563  -0.061
H  2.532  2.344  -3.626
H  4.145  0.488  -0.928
H  4.124  1.499  -2.429
H  4.191  -0.329  3.441
H  2.687  -0.774  1.311
H  3.829  2.242  -0.810
H  0.718  2.246  -3.452

Force components x, y, z for each atom (eV/Å):
-3.0 -0.1 -3.6
-0.2 2.8 0.9
0.5 -1.8 0.3
-2.3 -0.8 0.9
1.5 0.2 -1.9
-3.0 -1.8 -2.8
2.5 -1.8 3.1
-0.7 0.6 -0.1
0.5 -0.4 -1.6
-0.1 -0.4 0.1
0.2 0.1 0.2
0.4 -0.4 -0.3
0.2 -0.7 0.7
2.6 1.7 1.5
0.2 0.7 -0.2
-0.3 0.3 0.4
0.1 -0.4 0.7
-0.8 2.1 1.3
0.4 -0.8 -0.7
0.2 0.0 0.1
1.2 0.2 0.1
-0.1 -0.2 0.0
-0.3 -0.1 -0.1
0.0 -0.2 0.1
0.1 0.5 -0.2
-0.5 0.4 -0.3
-0.1 0.1 -0.2
0.4 -0.2 0.3
-0.2 -0.2 0.2
-0.2 0.1 0.2
0.7 0.2 0.6
-0.2 -0.1 -0.1
0.3 -0.1 -0.2
0.0 0.0 -0.4
0.3 0.4 -0.4
0.3 -0.5 -0.2
0.0 -0.1 0.2
-0.5 0.1 0.2
0.0 0.2 -0.2
-0.1 -0.1 0.7
-0.6 0.1 0.3
0.5 0.4 0.7
0.1 -0.2 -0.2
0.1 0.2 -0.1

## Properties
**Total charge**: +2
**Gap between HOMO and LUMO (alpha / beta)**: 7.25 / 7.52 eV
**Multiplicity**: 5
**E**: -3006.9271 hartree
**HOMO energy (alpha / beta)**: -13.405 / -13.920 eV



Below is a structure of composition C2H3NO2S2 at a distorted geometry, with properties calculated with ωB97M-V/def2-TZVPD.

Atoms and positions in Å:
S  1.526  0.047  -0.583
S  0.414  -2.113  -1.650
O  2.483  1.990  0.827
O  0.312  1.713  0.787
N  1.452  1.464  0.511
C  -1.251  -0.589  0.031
C  0.070  -0.905  -0.582
H  -1.461  0.408  0.283
H  -2.036  -0.903  -0.643
H  -1.508  -1.112  1.017

Force components x, y, z for each atom (eV/Å):
1.4 -0.6 -0.4
-0.5 0.4 0.8
-0.3 0.2 0.1
-0.4 1.5 1.2
-0.5 -1.1 -0.5
-1.0 -1.7 1.3
0.0 0.0 -0.8
0.4 1.5 0.0
0.0 -0.3 -0.3
0.9 0.2 -1.3

## Properties
**Gap between HOMO and LUMO**: 8.38 eV
**E**: -1079.4736 hartree
**Energy relative to the best compared isomer or geometry (same formula, charge and spin)**: 4.006 eV
**HOMO energy**: -9.515 eV



Below is the molecule C3H3O3P at a distorted geometry, with properties calculated with ωB97M-V/def2-TZVPD.

Atoms and positions in Å:
P  -1.949  0.680  1.668
O  -1.492  1.684  0.421
O  -3.707  -0.863  0.080
O  -1.696  -0.780  -0.603
C  -2.594  -0.458  0.338
C  -0.428  0.756  0.750
C  -0.370  -0.347  -0.316
H  0.293  -1.330  -0.044
H  0.487  1.223  1.125
H  0.207  0.168  -1.073

Force components x, y, z for each atom (eV/Å):
-0.7 -0.1 0.5
1.1 0.7 -0.2
0.4 0.9 1.6
2.4 0.7 -0.6
-2.2 -1.7 -1.3
-0.5 -0.7 0.0
2.1 -1.5 1.6
-1.5 2.5 -0.2
-0.3 -0.3 -0.1
-0.7 -0.4 -1.3

## Properties
**Gap between HOMO and LUMO**: 9.99 eV
**E**: -683.1340 hartree
**SMILES**: O=C1OC[C@H]2OP12
**Energy relative to the best compared isomer or geometry (same formula, charge and spin)**: 1.857 eV
**HOMO energy**: -9.954 eV



Below is a cluster of 2 separate species, C5H13N2S in total, with properties calculated with ωB97M-V/def2-TZVPD.

Atoms and positions in Å:
S  -3.338  -0.690  -0.590
N  -2.893  1.697  0.254
N  0.278  -1.163  1.563
C  0.935  0.101  -0.422
C  2.206  0.972  -0.326
C  1.224  -1.230  -1.106
C  -2.383  0.494  0.201
C  0.380  -0.035  0.938
H  1.982  -1.795  -0.566
H  -2.383  2.440  0.709
H  0.210  0.668  -1.017
H  0.143  0.869  1.483
H  0.505  -2.034  1.093
H  -0.052  -1.221  2.519
H  2.002  1.919  0.165
H  -3.801  1.963  -0.120
H  1.607  -1.050  -2.107
H  -2.501  -1.705  -0.360
H  0.321  -1.828  -1.205
H  2.571  1.177  -1.329
H  2.987  0.450  0.224

Force components x, y, z for each atom (eV/Å):
-0.1 0.2 0.0
-0.4 0.1 -0.2
0.2 0.2 -0.2
0.3 -0.1 -0.4
-0.1 -0.1 0.1
-0.1 0.2 0.1
0.7 -0.1 0.3
-0.5 -0.1 0.1
0.1 -0.1 0.0
-0.1 -0.1 0.0
-0.1 -0.1 0.2
0.0 -0.1 0.1
0.0 0.1 0.1
0.0 0.1 -0.1
0.0 0.1 0.0
0.0 0.0 0.0
0.0 0.0 0.0
0.0 -0.1 0.0
-0.1 -0.1 -0.1
0.0 0.0 0.0
0.1 0.0 0.0

## Properties
**Total charge**: +1
**Gap between HOMO and LUMO**: 8.37 eV
**E**: -705.7178 hartree
**Energy relative to the best compared isomer or geometry (same formula, charge and spin)**: 1.312 eV
**HOMO energy**: -12.237 eV



Below is a structure of composition C29H44B2CsF8N6S at a distorted geometry, with properties calculated with ωB97M-V/def2-TZVPD.

Atoms and positions in Å:
Cs  1.744  1.167  1.153
S  -0.935  -3.176  5.880
F  3.562  -1.136  1.704
F  0.434  4.105  3.759
F  5.283  -2.311  0.634
F  1.542  2.122  3.691
F  -0.573  2.215  4.615
F  4.484  -0.274  -0.165
F  3.247  -2.178  -0.334
F  -0.295  2.393  2.385
N  -3.641  0.781  -1.326
N  -3.283  0.029  0.863
N  -0.227  -2.973  0.463
N  0.236  -1.207  -0.840
N  -1.497  0.862  -0.353
N  -0.884  -3.105  -1.884
C  -0.981  2.988  -1.488
C  -5.071  0.918  -1.001
C  0.714  -2.488  5.427
C  -0.955  -4.173  0.901
C  1.661  0.908  -4.148
C  2.243  4.463  0.115
C  0.288  -2.295  1.583
C  1.461  -1.121  -2.907
C  0.372  2.972  -3.472
C  -0.829  1.593  -1.308
C  -0.249  -4.357  -2.385
C  0.557  -0.517  -2.003
C  -3.669  -1.338  0.656
C  -2.541  0.273  2.130
C  2.872  4.529  1.361
C  3.922  2.887  -0.589
C  -0.296  -2.373  -0.789
C  -3.169  1.073  -2.737
C  -2.727  0.587  -0.337
C  2.817  3.629  -0.865
C  3.954  3.676  1.678
C  4.445  2.021  -1.747
C  -1.752  -2.462  -2.801
C  4.527  2.957  0.680
C  -0.442  3.673  -2.610
C  -1.933  -2.186  4.737
C  0.065  0.900  -2.190
C  0.715  1.554  -3.242
C  2.028  -0.402  -3.941
B  0.303  2.680  3.651
B  4.149  -1.494  0.427
H  -5.529  1.623  -1.750
H  0.833  -2.466  4.330
H  2.818  -0.940  -4.569
H  -2.260  -1.714  -2.257
H  -1.761  -3.922  1.616
H  -3.059  -0.308  2.946
H  -4.555  -1.448  1.279
H  -0.545  4.718  -2.769
H  -0.243  -4.787  1.413
H  4.344  3.607  2.671
H  2.286  3.518  -1.786
H  -2.548  1.277  2.597
H  1.963  1.531  -4.994
H  1.278  4.984  0.028
H  -1.765  3.414  -0.859
H  -3.995  -1.520  -0.354
H  0.757  -1.479  5.827
H  -1.446  -0.017  2.006
H  -5.601  -0.003  -0.999
H  -2.331  0.472  -3.006
H  -0.481  -1.678  2.131
H  -2.532  -3.112  -3.097
H  0.770  3.460  -4.379
H  -2.956  -2.082  0.936
H  -1.358  -4.641  -0.029
H  -3.042  2.107  -2.983
H  2.393  5.043  2.183
H  -1.410  -1.321  4.507
H  -1.025  -5.078  -2.358
H  0.136  -4.178  -3.389
H  -5.198  1.277  0.018
H  5.479  1.835  -1.701
H  5.386  2.308  0.846
H  1.391  -3.175  5.908
H  0.559  -4.589  -1.690
H  4.217  2.525  -2.697
H  -2.838  -1.957  5.237
H  -1.248  -2.063  -3.715
H  1.949  -2.019  -2.563
H  1.121  -1.695  1.284
H  0.618  -2.950  2.364
H  -4.023  0.727  -3.303
H  3.862  1.098  -1.784
H  -2.087  -2.771  3.872

Force components x, y, z for each atom (eV/Å):
0.3 -0.8 -0.9
0.6 0.2 -0.2
0.0 -0.4 -0.3
0.0 -0.6 0.0
-0.2 0.4 0.0
1.2 -0.7 0.6
0.1 -0.4 0.5
0.2 0.1 -0.2
-1.0 -0.5 -0.6
-0.2 0.2 0.0
0.2 0.4 -1.2
1.0 1.4 -0.5
-1.4 -1.8 -0.6
-0.7 0.2 -0.5
0.9 0.4 0.3
1.3 -0.8 1.4
-0.9 -1.4 0.2
0.6 1.4 -0.7
-1.2 -0.2 -0.2
-0.6 0.9 -2.0
-1.1 0.4 0.6
0.5 -0.1 0.9
-0.2 1.7 1.1
-0.8 0.9 2.2
0.3 -1.0 -0.3
0.3 1.2 -1.2
0.1 2.2 1.2
-0.5 0.4 -0.5
-1.7 0.2 0.8
0.5 -0.9 0.5
-0.5 -1.0 0.5
1.6 -0.4 -1.0
0.7 0.0 0.0
-2.4 -1.0 1.4
-0.4 0.3 1.7
-1.7 1.2 0.9
-0.6 1.5 -0.3
-1.9 0.9 0.0
1.0 0.6 -0.5
0.4 -1.4 -1.4
1.0 -1.9 0.3
0.2 -1.6 1.2
2.1 -2.5 0.4
-0.1 1.9 -1.6
1.2 0.3 -1.8
-1.6 2.1 -0.2
0.9 0.0 1.3
0.3 -0.7 0.8
0.1 -0.2 0.7
-1.2 1.1 0.8
-0.5 1.4 0.3
0.1 -0.1 -0.4
0.6 0.0 -1.0
-0.2 -0.7 0.2
-0.5 0.7 0.0
0.3 -0.7 0.2
0.1 0.2 0.5
0.0 -0.1 -0.6
-0.1 -0.1 -1.2
0.3 -0.4 0.3
0.6 -0.2 -0.4
0.5 0.3 0.0
0.1 0.0 -0.5
0.3 0.0 0.0
-1.5 0.3 0.4
-0.5 -1.1 -0.5
0.6 -0.2 0.0
0.5 -0.2 -0.8
-0.8 -1.1 -0.5
-0.1 -0.2 0.6
0.9 -0.5 0.2
0.1 0.0 1.1
0.4 0.7 0.2
-0.1 0.2 0.0
0.9 1.8 -0.4
-0.4 -1.2 -0.3
0.1 -0.2 -0.1
0.2 0.4 -0.1
1.2 -0.5 0.2
-0.2 0.1 0.1
0.6 0.1 0.0
0.0 -0.3 -0.2
0.2 0.1 0.2
-1.0 0.3 0.2
-0.3 0.0 0.5
-0.2 -0.4 -0.1
0.5 0.4 0.1
0.4 -0.9 0.0
-0.1 -0.2 -0.6
0.4 -0.1 0.1
-0.4 -0.4 -1.1

## Properties
**Total charge**: -1
**Gap between HOMO and LUMO**: 7.08 eV
**E**: -2727.4766 hartree
**Energy relative to the best compared isomer or geometry (same formula, charge and spin)**: 1.643 eV
**HOMO energy**: -5.150 eV



Repeat the fourth record exactly.
Below is the molecule C3H3O3P at a distorted geometry, with properties calculated with ωB97M-V/def2-TZVPD.

Atoms and positions in Å:
P  -1.949  0.680  1.668
O  -1.492  1.684  0.421
O  -3.707  -0.863  0.080
O  -1.696  -0.780  -0.603
C  -2.594  -0.458  0.338
C  -0.428  0.756  0.750
C  -0.370  -0.347  -0.316
H  0.293  -1.330  -0.044
H  0.487  1.223  1.125
H  0.207  0.168  -1.073

Force components x, y, z for each atom (eV/Å):
-0.7 -0.1 0.5
1.1 0.7 -0.2
0.4 0.9 1.6
2.4 0.7 -0.6
-2.2 -1.7 -1.3
-0.5 -0.7 0.0
2.1 -1.5 1.6
-1.5 2.5 -0.2
-0.3 -0.3 -0.1
-0.7 -0.4 -1.3

## Properties
**Gap between HOMO and LUMO**: 9.99 eV
**E**: -683.1340 hartree
**SMILES**: O=C1OC[C@H]2OP12
**Energy relative to the best compared isomer or geometry (same formula, charge and spin)**: 1.857 eV
**HOMO energy**: -9.954 eV



> Which formula does entry 5 have?

C5H13N2S